1.
Formula: C21H25N3O4S
Source: the OMol25 dataset
Level of theory: ωB97M-V/def2-TZVPD

ORCA input file:
```
! wB97M-V def2-TZVPD RIJCOSX def2/J DEFGRID3
* xyz 0 1
C 1.257 -7.896 -0.688
O 1.907 -7.017 0.197
C 1.702 -5.671 0.070
C 0.852 -5.124 -0.886
C 0.666 -3.760 -1.007
C 1.335 -2.895 -0.149
C 1.191 -1.421 -0.189
O 1.406 -0.703 0.763
N 0.784 -0.931 -1.420
C 0.818 0.409 -1.803
S 1.454 0.745 -3.292
N 0.332 1.331 -0.969
C -0.631 1.076 0.078
C -1.933 1.835 -0.250
N -1.734 3.244 -0.486
C -1.745 4.148 0.579
C -1.730 3.744 1.915
C -1.765 4.659 2.951
C -1.804 6.015 2.686
C -1.853 6.439 1.370
C -1.845 5.531 0.325
O -1.917 6.044 -0.962
C -3.137 5.777 -1.625
C -0.764 3.440 -1.548
C 0.555 2.742 -1.198
C 2.167 -3.434 0.825
C 2.377 -4.801 0.953
O 3.233 -5.137 1.952
C 3.592 -6.475 2.213
H 1.541 -7.707 -1.728
H 0.168 -7.838 -0.589
H 1.590 -8.892 -0.400
H 0.315 -5.775 -1.557
H -0.025 -3.394 -1.751
H 0.934 -1.548 -2.209
H -0.850 0.012 0.144
H -0.209 1.407 1.031
H -2.663 1.689 0.547
H -2.349 1.412 -1.173
H -1.678 2.696 2.163
H -1.744 4.304 3.970
H -1.814 6.734 3.490
H -1.912 7.489 1.126
H -3.034 6.193 -2.625
H -3.972 6.264 -1.110
H -3.334 4.703 -1.689
H -0.586 4.502 -1.702
H -1.166 3.008 -2.470
H 1.274 2.859 -2.009
H 0.963 3.176 -0.278
H 2.680 -2.774 1.507
H 2.729 -7.078 2.503
H 4.292 -6.419 3.047
H 4.085 -6.937 1.356
*
```

Summary:
E_LUMO	0.43	eV
highest occupied orbital energy	-0.284	hartree
SMILES	COc1ccc(C(=O)NC(=S)N2CCN(c3ccccc3OC)CC2)cc1OC
E	-1678.61412	Eh

From a Mulliken analysis of the wavefunction, the atomic charges in e read: C -0.958; O -0.449; C 1.430; C -0.555; C -1.129; C 0.457; C 0.155; O -0.599; N -0.082; C 0.197; S -0.423; N 0.119; C -0.022; C -1.638; N 0.337; C 1.066; C -0.815; C -0.926; C -0.536; C -0.280; C 0.266; O -0.540; C -0.761; C -0.666; C -1.277; C -0.871; C 0.422; O -0.447; C -0.743; H 0.364; H 0.358; H 0.257; H 0.404; H 0.478; H 0.419; H 0.393; H 0.218; H 0.546; H 0.435; H 0.335; H 0.394; H 0.384; H 0.433; H 0.236; H 0.334; H 0.289; H 0.544; H 0.269; H 0.603; H 0.258; H 0.495; H 0.262; H 0.289; H 0.273

2.
Formula: C4H7NO
Source: the OMol25 dataset
Level of theory: ωB97M-V/def2-TZVPD

ORCA input file:
```
! wB97M-V def2-TZVPD RIJCOSX def2/J DEFGRID3
* xyz 0 1
C -1.731 -0.748 -0.035
C -0.681 0.319 0.163
C 1.273 -0.121 0.092
C 2.514 -0.065 -0.360
O -1.224 1.561 0.276
N 0.400 0.005 1.024
H -0.767 2.037 0.984
H 0.120 0.132 -0.914
H -1.268 -1.701 -0.276
H -2.435 -0.461 -0.814
H -2.280 -0.848 0.905
H 3.257 0.485 0.201
H 2.821 -0.595 -1.246
*
```

Summary:
E_LUMO	0.36	eV
highest occupied orbital energy	-0.317	hartree
E	-286.46550	Eh

From a Mulliken analysis of the wavefunction, the atomic charges in e read: C -1.111; C 0.783; C 0.344; C -0.869; O -0.496; N -0.599; H 0.365; H 0.144; H 0.314; H 0.309; H 0.317; H 0.249; H 0.251

- Number 1 is which compound?
  C21H25N3O4S

- What is the formula in the second record?
  C4H7NO

- What is the E in the second record?
  -286.46550 Eh